Density functional theory data (ωB97M-V/def2-TZVPD) for C43H65BrN7SScSi3 as an isolated structure.

Computed properties:
Kohn-Sham gap: 8.12 eV
LUMO level: -5.00 eV
ΔE to the lowest compared entry with this formula, charge and spin: 9.6 kcal per mole

ORCA input file:
```
! RIJCOSX wB97M-V def2-TZVPD def2/J DEFGRID3
* xyz 2 1
Sc 0.47 -0.17 0.34
C -4.03 -2.97 -1.20
N -3.03 -2.23 -1.97
C -3.26 -1.76 -3.25
C -2.11 -1.23 -3.70
N -1.17 -1.36 -2.68
C -1.76 -1.98 -1.60
S -1.08 -2.34 -0.09
C 0.23 -1.42 -2.91
C 0.67 -1.82 -4.17
C 2.03 -1.97 -4.37
C 2.89 -1.73 -3.32
C 2.36 -1.32 -2.11
N 1.04 -1.15 -1.90
H -4.40 -3.78 -1.83
H -4.84 -2.31 -0.91
H -3.55 -3.38 -0.32
H -4.22 -1.83 -3.72
H -1.88 -0.74 -4.63
H -0.03 -2.06 -4.95
H 2.40 -2.29 -5.34
H 3.96 -1.84 -3.42
H 3.01 -1.08 -1.28
C -3.22 1.84 2.89
Si -2.45 0.69 1.63
C -3.72 -0.60 1.21
C -2.07 1.69 0.06
C -0.77 0.03 2.18
C 0.01 1.22 2.59
C -0.11 2.01 3.75
C 0.76 3.06 3.94
C 1.75 3.33 3.00
C 1.82 2.54 1.88
N 0.98 1.51 1.69
Si -0.69 -1.27 3.55
C 1.02 -1.19 4.35
C -2.00 -0.98 4.85
C -0.91 -3.05 3.02
H -4.23 2.08 2.56
H -2.68 2.78 3.00
H -3.29 1.37 3.88
H -4.72 -0.16 1.28
H -3.69 -1.48 1.86
H -3.58 -0.94 0.18
H -2.99 1.96 -0.47
H -1.48 1.14 -0.70
H -1.53 2.61 0.27
H -0.87 1.78 4.47
H 0.68 3.67 4.83
H 2.45 4.15 3.13
H 2.56 2.69 1.11
H 1.57 -0.26 4.14
H 1.63 -2.03 4.02
H 0.94 -1.26 5.44
H -1.95 0.00 5.34
H -1.89 -1.73 5.63
H -3.01 -1.10 4.44
H -0.17 -3.40 2.29
H -1.90 -3.27 2.61
H -0.77 -3.66 3.91
C 4.11 1.86 -4.25
C 4.07 3.00 -3.23
C 4.79 4.21 -3.86
C 4.87 2.54 -2.01
Si 2.27 3.49 -2.80
Br 1.61 1.82 -1.36
C 2.07 5.10 -1.78
C 0.80 5.13 -0.91
C 2.01 6.31 -2.73
C 3.27 5.31 -0.84
C 1.01 3.28 -4.22
C -0.36 3.85 -3.82
C 1.51 4.07 -5.45
C 0.80 1.83 -4.68
H 5.16 1.59 -4.42
H 3.69 2.13 -5.22
H 3.60 0.97 -3.89
H 5.77 3.88 -4.20
H 4.94 5.04 -3.18
H 4.27 4.59 -4.75
H 5.89 2.32 -2.34
H 4.46 1.62 -1.57
H 4.94 3.29 -1.22
H -0.11 5.24 -1.50
H 0.85 6.00 -0.26
H 0.67 4.25 -0.28
H 1.13 6.29 -3.37
H 2.90 6.41 -3.36
H 1.94 7.22 -2.13
H 3.43 4.49 -0.14
H 3.08 6.21 -0.24
H 4.20 5.48 -1.37
H -0.33 4.92 -3.67
H -0.77 3.38 -2.92
H -1.07 3.66 -4.63
H 1.62 5.14 -5.25
H 0.78 3.98 -6.26
H 2.45 3.70 -5.84
H 0.51 1.17 -3.86
H 1.68 1.40 -5.16
H -0.01 1.81 -5.41
N 9.26 -0.89 6.34
C 8.36 -1.04 5.66
C 7.22 -1.24 4.80
C 6.06 -0.49 5.00
C 4.97 -0.67 4.18
C 5.06 -1.58 3.14
C 6.20 -2.34 2.92
C 7.29 -2.17 3.76
N 3.94 -1.75 2.26
C 3.43 -2.95 1.81
C 2.37 -2.64 1.02
N 2.23 -1.26 0.97
C 3.19 -0.77 1.74
H 6.02 0.22 5.82
H 4.05 -0.12 4.36
H 6.25 -3.03 2.10
H 8.19 -2.74 3.61
H 3.84 -3.89 2.11
H 1.71 -3.30 0.48
H 3.38 0.27 1.93
*
```